[1]
{
  "formula": "C26H30N11O7PS3Ti",
  "method": "wB97M-V/def2-TZVPD",
  "total_energy_ev": -123075.4936,
  "spin_multiplicity": 3,
  "homo_ha": [-0.2633, -0.2983],
  "s_squared": 2.052,
  "elements": ["H", "H", "C", "C", "N", "S", "C", "N", "N", "H", "C", "C", "O", "C", "C", "O", "C", "O", "S", "C", "O", "N", "H", "H", "C", "H", "H", "C", "H", "H", "H", "H", "N", "H", "C", "C", "N", "H", "H", "N", "H", "H", "C", "O", "C", "P", "H", "H", "H", "H", "H", "C", "H", "C", "H", "H", "O", "H", "C", "C", "N", "H", "H", "C", "C", "C", "N", "O", "N", "S", "C", "H", "C", "Ti", "H", "N", "C", "C", "H"],
  "positions_angstrom": [[-1.212, -0.056, -5.920], [2.835, 3.267, 3.742], [0.637, -1.679, -3.283], [1.090, 4.997, 1.497], [0.840, 3.815, 4.054], [4.210, -3.171, -1.279], [-3.714, -0.188, -2.255], [3.673, -1.227, 0.331], [-0.229, 4.820, 2.098], [2.548, -4.920, -1.385], [-0.088, 4.825, 3.549], [-0.924, -2.305, -1.564], [-2.562, -2.807, 0.006], [-2.463, 0.242, -4.230], [-1.653, -3.025, -2.500], [-3.115, -4.173, -4.449], [-0.872, 3.598, 1.629], [-0.938, -1.470, 0.684], [1.754, -3.111, 0.580], [0.262, -1.612, -1.937], [1.797, -0.662, -4.971], [0.801, -0.835, 2.906], [-1.837, 3.500, 2.136], [-2.753, 0.578, -0.607], [2.227, -0.650, 4.829], [0.291, 5.806, 3.849], [-2.551, -3.543, -2.200], [-2.266, 0.109, -5.708], [4.152, -0.646, 2.777], [-2.552, 1.046, -6.190], [-2.866, -0.695, -6.130], [-5.326, 0.065, -0.883], [-1.479, -2.259, -0.261], [-0.635, 2.362, 4.312], [0.334, 2.463, 3.812], [2.031, -0.641, 3.440], [-2.732, 0.489, -1.617], [3.844, -5.323, -0.231], [1.452, 5.996, 1.753], [-2.038, -3.746, -4.812], [-4.348, -0.859, -4.170], [-1.193, -1.211, 3.228], [-0.239, -1.067, 3.722], [0.934, -0.902, -1.072], [2.133, 4.035, 3.408], [0.096, 2.046, 2.008], [1.823, 2.667, 0.364], [-4.421, -1.445, -0.694], [0.234, -2.398, -5.261], [-1.068, 4.674, 4.006], [4.154, -5.394, -1.976], [1.158, -0.899, 5.652], [-0.968, -1.326, 5.704], [-0.105, -1.116, 5.088], [1.013, 1.743, 4.276], [-1.065, 3.657, 0.556], [-1.599, -3.828, -5.939], [1.289, -0.926, 6.725], [3.108, -0.575, 2.490], [3.616, -4.867, -1.191], [2.752, -0.669, 1.230], [2.504, 5.012, 3.727], [0.995, 4.923, 0.411], [-0.082, -2.385, -4.230], [-4.822, -0.738, -1.424], [-1.215, -3.048, -3.810], [1.805, -0.924, -3.785], [2.685, -0.638, -3.011], [2.075, 4.022, 1.951], [-0.494, 1.824, -1.295], [1.771, 2.685, 1.458], [2.537, 1.998, 1.833], [-1.632, 1.040, -2.236], [0.834, -0.816, 0.770], [-5.546, -1.248, -2.052], [-1.528, 0.895, -3.577], [3.223, -2.373, -0.071], [-3.601, -0.322, -3.607], [3.218, -0.478, 5.223]]
}

[2]
{
  "formula": "C12H22N3O5",
  "method": "wB97M-V/def2-TZVPD",
  "total_energy_ev": -27502.9601,
  "charge": 1,
  "homo_ha": -0.4702,
  "elements": ["C", "O", "N", "H", "H", "H", "H", "C", "H", "H", "H", "H", "H", "O", "H", "N", "C", "H", "C", "C", "H", "H", "C", "H", "H", "H", "C", "N", "H", "C", "C", "O", "C", "C", "H", "H", "O", "O", "H", "H", "C", "H"],
  "positions_angstrom": [[-0.968, -1.511, -1.692], [3.909, 1.808, 0.557], [0.150, 1.140, -1.090], [-3.849, -7.176, -1.378], [-0.842, -1.917, -2.694], [5.976, 3.724, 1.180], [0.708, 1.546, -1.843], [-1.518, 2.680, -0.245], [-2.128, 2.258, 0.553], [0.001, -1.354, -1.223], [-2.702, -6.338, 1.042], [5.566, 4.976, 3.258], [-1.591, -2.176, -1.101], [3.091, 3.574, 1.619], [2.802, 4.921, 3.145], [-1.652, -0.219, -1.772], [-3.187, -6.353, -1.122], [-4.547, -4.960, -2.120], [5.381, 3.216, 1.942], [-0.042, 2.234, -0.053], [0.071, 1.753, 0.918], [-2.636, -0.216, -2.022], [-3.480, -5.094, -1.934], [-1.620, 2.685, -2.275], [-2.942, -5.038, -2.877], [4.670, 3.618, 3.940], [4.110, 2.738, 1.282], [-1.983, 2.080, -1.537], [-2.159, -6.674, -1.295], [3.572, 4.679, 2.418], [-1.150, 0.938, -1.548], [0.846, 3.263, -0.260], [-2.980, -4.387, 0.205], [-3.340, -5.850, 0.310], [5.954, 2.366, 2.305], [3.727, 5.532, 1.755], [-3.031, -4.004, -1.101], [-2.686, -3.599, 1.056], [1.641, 3.123, 0.273], [-1.648, 3.757, -0.266], [4.877, 4.169, 3.023], [-4.371, -5.911, 0.667]]
}

[3]
{
  "formula": "C17H21FN4O4",
  "method": "wB97M-V/def2-TZVPD",
  "relative_energy_kj_mol": 1515.27,
  "total_energy_ev": -34823.9910,
  "homo_ha": -0.2650,
  "elements": ["N", "O", "O", "C", "N", "C", "H", "H", "C", "H", "N", "H", "H", "H", "C", "H", "N", "H", "C", "C", "O", "H", "H", "H", "H", "C", "C", "H", "O", "C", "H", "H", "H", "F", "C", "H", "C", "H", "C", "H", "C", "H", "C", "H", "C", "C", "C"],
  "positions_angstrom": [[1.212, 1.600, 0.020], [0.940, 3.993, -0.754], [1.092, -3.188, 0.446], [-0.259, -0.056, -0.633], [1.142, -0.330, 1.132], [-4.410, 1.623, 0.938], [-0.264, -2.585, -2.139], [-1.626, -0.066, 1.648], [0.242, -2.119, -1.502], [3.787, 3.515, -0.687], [-0.165, 2.240, -1.631], [1.868, -0.025, 1.741], [1.205, -1.830, -1.855], [0.910, -4.186, -1.190], [1.182, -4.146, 1.559], [5.144, 2.032, -0.765], [-0.614, -1.183, -0.801], [2.028, 3.277, 1.155], [-2.765, -0.598, -0.130], [3.761, 1.798, 0.748], [-1.538, 0.755, -2.753], [4.439, 2.271, 1.499], [-0.541, 2.798, -2.380], [3.651, 0.577, 0.752], [1.775, 1.948, 2.371], [-4.623, 1.097, -0.447], [-3.321, 1.164, 1.454], [-5.518, 1.352, -0.924], [-2.509, -2.644, -0.951], [0.688, 0.389, 0.201], [-4.161, -0.691, -1.815], [0.182, -4.223, 1.924], [3.567, 1.888, -1.410], [-5.150, 2.742, 1.070], [-0.715, 1.008, -1.897], [1.578, -5.160, 1.139], [4.070, 2.374, -0.517], [-0.581, -3.924, -0.220], [-3.970, -0.083, -0.795], [1.064, -1.440, 1.122], [-1.982, -1.554, -0.880], [1.725, -3.944, 2.349], [0.636, 2.940, -0.684], [-3.110, 1.691, 2.662], [0.294, -3.547, -0.469], [2.239, 2.196, 1.106], [-2.599, 0.253, 1.190]]
}

[4]
{
  "formula": "C5H14NSi",
  "method": "wB97M-V/def2-TZVPD",
  "relative_energy_kj_mol": 424.51,
  "total_energy_ev": -14769.9670,
  "charge": 1,
  "homo_ha": -0.5157,
  "elements": ["C", "C", "H", "H", "H", "H", "C", "H", "Si", "H", "H", "H", "C", "H", "H", "H", "H", "C", "H", "N", "H"],
  "positions_angstrom": [[-1.363, -1.379, -0.358], [-1.587, 0.142, -0.116], [2.623, -1.679, -0.479], [-2.324, -2.006, -0.075], [0.841, 2.618, -0.047], [-0.343, -2.135, 1.547], [0.707, -0.089, 0.481], [-1.208, -1.411, -1.489], [2.536, -0.314, -0.217], [-0.666, 2.313, 1.168], [0.033, 0.684, -1.228], [0.436, -2.440, 0.022], [-0.213, -1.809, 0.458], [3.222, 0.365, 0.855], [-2.394, 0.474, -0.967], [0.788, -0.043, 1.557], [-0.991, 2.901, -0.416], [-0.222, 2.256, 0.079], [-1.883, 0.299, 0.880], [-0.252, 0.728, -0.210], [2.261, 0.525, -1.446]]
}

[5]
{
  "formula": "C3H5N2O2S",
  "method": "wB97M-V/def2-TZVPD",
  "relative_energy_kj_mol": 244.85,
  "total_energy_ev": -21090.8518,
  "charge": 1,
  "homo_ha": -0.5705,
  "elements": ["O", "C", "H", "N", "H", "S", "H", "N", "O", "H", "C", "H", "C"],
  "positions_angstrom": [[-1.034, 2.197, 1.761], [-0.426, -1.309, -0.253], [-1.408, -1.737, -0.802], [-0.792, 0.029, 0.210], [1.427, -1.841, -1.477], [1.595, 0.473, -0.386], [-0.240, -1.935, 0.620], [0.001, 2.095, 1.153], [0.844, 2.897, 1.112], [-1.506, 0.146, 0.962], [0.247, 0.853, 0.402], [0.567, -0.804, -2.146], [0.725, -1.063, -1.154]]
}

[6]
{
  "formula": "C3H2FNO",
  "method": "wB97M-V/def2-TZVPD",
  "relative_energy_kj_mol": 524.27,
  "total_energy_ev": -9392.0745,
  "homo_ha": [-0.2816, -0.2816],
  "elements": ["H", "H", "C", "N", "O", "F", "C", "C"],
  "positions_angstrom": [[2.066, 0.096, 0.131], [0.615, -0.769, -1.774], [0.654, 0.512, 1.370], [1.067, 0.046, 0.214], [-1.011, -0.306, -0.524], [-2.454, 0.699, 0.713], [-1.218, 0.245, 0.596], [0.281, -0.523, -0.726]]
}